Density functional theory data (the ωB97M-V functional and the def2-TZVPD basis) for 2 unconnected molecules or ions with the total composition C3H10NO2P in a non-equilibrium geometry.

HOMO-LUMO gap (spin up / spin down) = 6.942 / 8.963 eV
Energy relative to the best compared isomer or geometry (same formula, charge and spin) = 157.86 kcal/mol

Positions of all 17 atoms, in Å:
C1 2.6439 0.7101 0.2537
C2 -2.1006 1.9679 -0.3843
C3 -0.6693 -1.2264 1.4203
N1 -1.2548 -0.7535 -1.6109
O1 1.7473 0.4803 -0.7892
O2 -1.9487 0.6948 0.3437
P1 -0.8360 -0.3054 -0.2228
H1 2.4843 1.3761 1.0796
H2 3.4790 1.1671 -0.3312
H3 3.0371 -0.2275 0.6980
H4 -3.0544 2.1056 -0.8828
H5 -1.3738 2.1509 -1.1215
H6 -1.9922 2.7670 0.2974
H7 -0.3134 -0.5392 2.1315
H8 -1.5374 -1.7465 1.6306
H9 0.1175 -2.1288 1.4499
H10 -0.6936 -1.4484 -2.0660

=====

Density functional theory data (the ωB97M-V functional and the def2-TZVPD basis) for a single C3H10NO2P molecule in a non-equilibrium geometry.

HOMO-LUMO gap = 10.849 eV
Energy relative to the best compared isomer or geometry (same formula, charge and spin) = 52.76 kcal/mol
SMILES = CC(C)(N)[P@@H](=O)O

Positions of all 17 atoms, in Å:
C1 -0.3574 -0.0959 -1.6112
C2 0.1365 -0.1708 -0.1900
C3 1.5899 0.3421 0.0554
N1 -0.0266 -1.4874 0.3242
P1 -0.9285 0.8653 0.8150
O1 -2.3773 0.6623 0.4931
O2 -0.5027 0.5893 2.3589
H1 -1.4459 -0.2636 -1.5787
H2 0.3462 -0.5975 -2.1695
H3 -0.3975 0.9671 -1.9231
H4 1.6240 0.4818 1.1644
H5 1.6536 1.1700 -0.5304
H6 2.3557 -0.3772 -0.2103
H7 0.3157 -2.1927 -0.2941
H8 -0.9525 -1.8236 0.5414
H9 -0.6800 2.2648 0.5446
H10 -0.3531 -0.3342 2.2104

=====

Density functional theory data (the ωB97M-V functional and the def2-TZVPD basis) for 2 unconnected molecules or ions with the total composition C3H10NO2S in a non-equilibrium geometry.

HOMO-LUMO gap = 9.389 eV
Energy relative to the best compared isomer or geometry (same formula, charge and spin) = 11.16 kcal/mol
Net charge = +1

Positions of all 17 atoms, in Å:
O1 0.4352 2.1170 -0.0265
C1 0.8929 1.0435 0.2852
C2 0.2505 -0.3211 0.0295
C3 0.7572 -1.3258 1.0643
S1 2.4855 -1.8088 1.0152
N1 -1.2393 -0.2811 0.0102
H1 1.8542 1.1169 0.8155
H2 0.6396 -0.6486 -0.9509
H3 0.0764 -2.1802 1.1844
H4 0.6727 -0.8187 2.0462
H5 2.5492 -2.2340 -0.2759
H6 -1.5064 -1.2145 -0.2915
H7 -1.6417 0.4406 -0.6652
H8 -1.6425 -0.0877 0.9265
H9 -1.0427 2.2400 -1.1180
H10 -1.8184 2.2106 -2.4424
O2 -1.7225 1.7522 -1.6066

=====

Density functional theory data (the ωB97M-V functional and the def2-TZVPD basis) for 3 unconnected molecules or ions with the total composition C3H10NO4 in a non-equilibrium geometry.

HOMO-LUMO gap = 8.324 eV
Energy relative to the best compared isomer or geometry (same formula, charge and spin) = 48.31 kcal/mol
Net charge = -1

Positions of all 18 atoms, in Å:
C1 0.7349 -1.8038 1.0792
N1 0.1373 -0.5608 1.0603
C2 1.0402 0.6111 1.0158
C3 1.0453 1.3166 -0.3800
O1 -0.2656 1.3306 -0.8443
O2 0.1313 -2.8524 0.9732
H1 1.8147 -1.7193 1.2355
H2 -0.7429 -0.4718 0.5578
H3 1.9983 0.2446 1.4416
H4 0.5829 1.2324 1.8092
H5 1.6415 0.7032 -1.0837
H6 1.3788 2.3358 -0.1946
H7 -2.8033 0.8351 -0.8595
H8 -1.5488 1.0155 -0.2476
O3 -2.5287 0.7426 0.0713
H9 -0.7464 -0.2439 -2.0588
H10 -0.7200 -1.5879 -1.4206
O4 -1.1497 -1.1274 -2.1547

=====

Density functional theory data (the ωB97M-V functional and the def2-TZVPD basis) for 3 unconnected molecules or ions with the total composition C3H10NO4.

HOMO-LUMO gap = 8.211 eV
Energy relative to the best compared isomer or geometry (same formula, charge and spin) = 34.82 kcal/mol
Net charge = -1

Positions of all 18 atoms, in Å:
C1 1.0557 0.0326 2.2491
N1 1.3127 0.2239 0.9418
C2 1.2281 -0.8266 -0.0557
C3 -0.2208 -1.2388 -0.4140
O1 -0.7964 -0.4864 -1.4011
O2 0.7810 0.9121 3.0518
H1 1.1571 -1.0313 2.5403
H2 1.0672 1.1259 0.5474
H3 1.7409 -1.7489 0.2466
H4 1.7613 -0.4324 -0.9157
H5 -0.7925 -1.1598 0.5474
H6 -0.2306 -2.3327 -0.6254
H7 -0.2476 2.3704 -1.3591
H8 -0.0521 0.8413 -1.5418
O3 0.4706 1.7330 -1.4378
H9 -2.8539 0.8407 -0.0373
H10 -2.2819 0.3760 -1.3607
O4 -3.0990 0.8011 -0.9760

=====

Density functional theory data (the ωB97M-V functional and the def2-TZVPD basis) for 3 unconnected molecules or ions with the total composition C3H10NO4 in a non-equilibrium geometry.

HOMO-LUMO gap (spin up / spin down) = 2.865 / 6.496 eV
Energy relative to the best compared isomer or geometry (same formula, charge and spin) = 0.00 kcal/mol
Multiplicity = 2
Net charge = -2

Positions of all 18 atoms, in Å:
O1 -2.1184 0.2481 2.9345
C1 -1.2151 0.6093 2.0942
C2 -1.5899 0.9105 0.6793
N1 -0.4946 1.2472 -0.2300
C3 0.8272 0.5749 -0.1758
O2 0.8606 -0.7462 -0.6696
H1 -0.2100 0.9524 2.4204
H2 -2.3460 1.7546 0.7425
H3 -2.1494 0.0245 0.3285
H4 -0.7755 1.3320 -1.2229
H5 1.2047 0.6507 0.8375
H6 1.3684 1.2454 -0.8965
H7 0.2883 -1.1074 -3.4041
H8 -0.1664 -0.7446 -1.9376
O3 -0.5141 -0.8058 -2.9260
H9 2.0644 -1.4506 -0.0044
H10 2.2240 -2.7290 0.8607
O4 2.7419 -1.9657 0.5693

=====

Density functional theory data (the ωB97M-V functional and the def2-TZVPD basis) for 3 unconnected molecules or ions with the total composition C3H10NO4 in a non-equilibrium geometry.

HOMO-LUMO gap (spin up / spin down) = 10.965 / 6.921 eV
Energy relative to the best compared isomer or geometry (same formula, charge and spin) = 52.68 kcal/mol
Multiplicity = 2

Positions of all 18 atoms, in Å:
C1 0.9623 1.5925 -2.0556
N1 0.5170 0.8819 -0.9131
C2 -0.6416 0.0304 -1.1884
C3 -1.3933 -0.4955 -0.0011
O1 -2.5969 -0.1861 0.0084
O2 -1.0429 -1.4156 0.7418
H1 0.1198 2.3143 -2.3821
H2 1.4175 0.9834 -2.9112
H3 1.6599 2.3932 -1.7043
H4 1.2033 0.0660 -0.6150
H5 -0.6368 -0.9138 -1.7492
H6 -1.3784 0.5103 -1.8545
H7 1.8729 -1.7434 0.9576
H8 0.3733 -2.1747 1.1224
O3 1.2872 -2.5578 1.1003
H9 1.5720 1.1308 1.3422
H10 1.2800 2.5921 1.6048
O4 1.7692 1.8975 2.1561

=====

Density functional theory data (the ωB97M-V functional and the def2-TZVPD basis) for 2 unconnected molecules or ions with the total composition C3H10NOP in a non-equilibrium geometry.

HOMO-LUMO gap (spin up / spin down) = 7.612 / 8.508 eV
Energy relative to the best compared isomer or geometry (same formula, charge and spin) = 83.61 kcal/mol

Positions of all 16 atoms, in Å:
C1 0.0494 -2.2689 -0.5084
C2 -1.9675 2.8863 -0.6427
C3 1.1237 -1.2157 -0.6270
N1 0.7128 0.0164 1.8679
O1 1.7784 1.4241 -0.0353
P1 0.6972 0.4696 0.1747
H1 0.2124 -3.1326 -1.1615
H2 -0.0466 -2.7428 0.5613
H3 -0.9764 -1.8595 -0.6550
H4 -2.4152 2.5201 -1.4940
H5 -2.5544 2.9770 0.2199
H6 -1.0060 3.1156 -0.4216
H7 1.3665 -0.9687 -1.7218
H8 2.0107 -1.6282 -0.2299
H9 1.1684 0.6861 2.4412
H10 -0.1535 -0.2788 2.2321